Record 1
# C4H6F3N3

A structure of composition C4H6F3N3 (the ωB97M-V functional and the def2-TZVPD basis, OMol25).

Summary:
HOMO-LUMO gap: 10.061 eV
Calculated total energy: -16861.4616 eV
Lowest unoccupied orbital energy: 0.0276 Eh
Total charge: 0
ΔE to the lowest compared entry with this formula, charge and spin: 2.239 eV
HOMO energy: -9.31 eV

The geometry in XYZ format:
```
16
C4H6F3N3 | OMol25 | the ωB97M-V functional and the def2-TZVPD basis
C -0.0603 -1.0700 0.3500
C 0.5531 0.0464 -0.5766
C -1.5120 -1.1535 0.1402
C 1.9108 0.6075 0.0082
N -0.5014 0.9925 -0.7630
N -1.7784 0.6191 -0.5680
N -1.2439 1.4870 0.3789
F -2.2527 -1.3691 1.1708
F -1.8850 -1.8489 -0.9627
F -1.7507 2.7600 0.3087
H 0.4042 -2.0177 0.0095
H 0.1779 -0.8289 1.4581
H 0.7737 -0.5133 -1.4773
H 2.1964 1.7018 -0.2643
H 2.7588 -0.0118 -0.3216
H 2.2095 0.5989 1.1092
```

These are the Mulliken partial charges, in e, on atoms 1 to 4: number 1, C, carries -0.907; number 2, C, carries 0.468; number 3, C, carries 0.829; number 4, C, carries -1.296

***

Record 2
# C3H2F4

A cluster of 2 separate species, C3H2F4 in total (the ωB97M-V functional and the def2-TZVPD basis, OMol25).

Summary:
HOMO-LUMO gap: 10.696 eV
Calculated total energy: -14009.7715 eV
Lowest unoccupied orbital energy: 0.0108 Eh
Total charge: 0
ΔE to the lowest compared entry with this formula, charge and spin: 3.194 eV
HOMO energy: -10.40 eV

The geometry in XYZ format:
```
9
C3H2F4 | OMol25 | the ωB97M-V functional and the def2-TZVPD basis
C -1.5620 0.4245 0.7173
C -0.6521 0.5457 -0.1886
C 1.3724 -0.4670 -0.2777
F -0.5888 1.1132 -1.3848
F 2.0732 0.0121 -1.2314
F 0.9885 -1.7260 -0.5841
F 2.0970 -0.5417 0.8337
H -2.5265 0.9276 0.6432
H -1.2017 -0.2884 1.4724
```

These are the Mulliken partial charges, in e, on atoms 1 to 4: number 1, C, carries -0.534; number 2, C, carries 0.202; number 3, C, carries 0.572; number 4, F, carries -0.189

***

Record 3
# C14H19NO3S

The molecule C14H19NO3S (the ωB97M-V functional and the def2-TZVPD basis, OMol25).

Summary:
HOMO-LUMO gap: 9.103 eV
Structure (SMILES): CN(Cc1cccs1)C[C@H](O)COCc1ccco1
Calculated total energy: -33292.2664 eV
Lowest unoccupied orbital energy: 0.0272 Eh
Total charge: 0
ΔE to the lowest compared entry with this formula, charge and spin: 3.386 eV
HOMO energy: -8.36 eV

The geometry in XYZ format:
```
38
C14H19NO3S | OMol25 | the ωB97M-V functional and the def2-TZVPD basis
C 1.2057 -0.1234 3.8332
N 1.2765 0.0074 2.3946
C 2.6461 0.1140 1.9075
C 2.7151 -0.2511 0.4615
C 2.6716 -1.4944 -0.0860
C 2.7122 -1.4857 -1.4975
C 2.7862 -0.2329 -2.0083
S 2.8032 0.9606 -0.7733
C 0.4139 1.0612 1.8949
C -0.9920 0.5442 1.5576
O -1.6680 0.2084 2.7516
C -0.9095 -0.6767 0.6242
O -0.2810 -0.4358 -0.6121
C -0.9342 0.4667 -1.4861
C -2.3642 0.1194 -1.7508
C -2.9371 -0.9082 -2.4419
C -4.3377 -0.7372 -2.3204
C -4.5124 0.3786 -1.5638
O -3.3262 0.9014 -1.2095
H 0.1600 -0.2087 4.1164
H 1.7309 -1.0279 4.1387
H 1.6476 0.7374 4.3603
H 3.2500 -0.5988 2.4767
H 3.0678 1.1226 2.0634
H 2.6124 -2.3912 0.5039
H 2.6891 -2.3749 -2.1019
H 2.8348 0.0738 -3.0344
H 0.8351 1.4618 0.9712
H 0.3167 1.8848 2.6184
H -1.5425 1.3574 1.0554
H -2.5166 -0.1901 2.5288
H -1.9232 -1.0817 0.4683
H -0.2885 -1.4328 1.1089
H -0.8882 1.4951 -1.1024
H -0.3536 0.4080 -2.4110
H -2.4226 -1.6853 -2.9685
H -5.1019 -1.3584 -2.7402
H -5.3929 0.8858 -1.2225
```

These are the Mulliken partial charges, in e, on atoms 1 to 4: number 1, C, carries -1.163; number 2, N, carries 0.391; number 3, C, carries -1.100; number 4, C, carries 0.553

***

Record 4
# CH4FInNO4

A structure of composition CH4FInNO4 (the ωB97M-V functional and the def2-TZVPD basis, OMol25).

Summary:
HOMO-LUMO gap: 2.934 eV
Calculated total energy: -18653.6771 eV
Lowest unoccupied orbital energy: -0.4201 Eh
Total charge: +1
ΔE to the lowest compared entry with this formula, charge and spin: 1.299 eV
HOMO energy: -14.37 eV

The geometry in XYZ format:
```
12
CH4FInNO4 | OMol25 | the ωB97M-V functional and the def2-TZVPD basis
In -0.9366 0.2060 1.1255
N 2.2691 1.7443 3.2637
O 2.2629 2.4272 4.2460
O 3.2548 1.0713 2.9360
O 1.2745 1.5991 2.5457
F -3.0116 0.7025 -0.8197
C -0.9934 -1.0213 -2.4274
O -0.5168 -1.5417 -1.2027
H -0.3750 -1.3873 -3.2563
H -1.9896 -1.3764 -2.6970
H -0.9017 0.0610 -2.4322
H -0.3365 -2.4847 -1.2815
```

These are the Mulliken partial charges, in e, on atoms 1 to 4: number 1, In, carries 1.196; number 2, N, carries 1.093; number 3, O, carries -0.316; number 4, O, carries -0.327

***

Record 5
# C3H6BrF2N

The molecule C3H6BrF2N (the ωB97M-V functional and the def2-TZVPD basis, OMol25).

Summary:
HOMO-LUMO gap (alpha / beta): 5.451 / 6.517 eV
Multiplicity: 3
Calculated total energy: -80170.3738 eV
Lowest unoccupied orbital energy (alpha / beta): 0.0279 / -0.1261 Eh
Total charge: 0
ΔE to the lowest compared entry with this formula, charge and spin: 2.613 eV
HOMO energy (alpha / beta): -4.69 / -9.95 eV

The geometry in XYZ format:
```
13
C3H6BrF2N | OMol25 | the ωB97M-V functional and the def2-TZVPD basis
C 0.7674 -1.1623 -0.0468
C -1.2936 0.2750 -0.4192
C -0.7581 -1.2613 0.0123
N -0.9236 1.3438 0.5056
F -1.3164 -2.1859 -0.8024
F -1.2105 -1.5336 1.2183
Br -3.3232 0.1916 -0.3223
H 1.3495 -1.4753 0.8840
H 1.2778 -1.6750 -0.8101
H 1.1259 -0.1058 -0.1666
H -1.0509 0.3413 -1.3963
H -0.9074 2.2978 0.2245
H -1.3841 1.1838 1.3719
```

These are the Mulliken partial charges, in e, on atoms 1 to 4: number 1, C, carries -1.217; number 2, C, carries -0.865; number 3, C, carries 1.107; number 4, N, carries -0.375

***

Record 6
# C5H12N

The ion C5H12N with charge +1 (the ωB97M-V functional and the def2-TZVPD basis, OMol25).

Summary:
HOMO-LUMO gap: 9.167 eV
Structure (SMILES): C=C(C)CC[NH3+]
Calculated total energy: -6860.9177 eV
Lowest unoccupied orbital energy: -0.1419 Eh
Total charge: +1
ΔE to the lowest compared entry with this formula, charge and spin: 2.641 eV
HOMO energy: -13.03 eV

The geometry in XYZ format:
```
18
C5H12N | OMol25 | the ωB97M-V functional and the def2-TZVPD basis
C 1.0527 1.2130 -1.4695
C 0.4735 0.1646 -0.9729
C -0.3233 -0.7770 -1.8648
C 0.8340 -0.3276 0.4516
C -0.2520 -0.5199 1.3155
N -1.1207 0.7246 1.8438
H 1.6049 1.8913 -0.8119
H 1.5102 1.0885 -2.4757
H 0.0942 -1.8578 -1.8348
H -0.4212 -0.3818 -2.9119
H -1.3012 -0.9941 -1.5001
H 1.4662 0.4414 0.8496
H 1.4580 -1.3272 0.4663
H 0.0232 -1.1431 2.1330
H -1.0223 -1.1251 0.7996
H -1.8697 0.2205 2.3630
H -1.5745 1.2429 1.1411
H -0.6319 1.4667 2.4780
```

These are the Mulliken partial charges, in e, on atoms 1 to 4: number 1, C, carries -0.875; number 2, C, carries 0.748; number 3, C, carries -1.311; number 4, C, carries -0.562

***

Record 7
# C9H8

The molecule C9H8 (the ωB97M-V functional and the def2-TZVPD basis, OMol25).

Summary:
HOMO-LUMO gap (alpha / beta): 5.852 / 5.841 eV
Calculated total energy: -9453.6932 eV
Lowest unoccupied orbital energy (alpha / beta): -0.0530 / -0.0531 Eh
Total charge: 0
ΔE to the lowest compared entry with this formula, charge and spin: 7.694 eV
HOMO energy (alpha / beta): -7.29 / -7.29 eV

The geometry in XYZ format:
```
17
C9H8 | OMol25 | the ωB97M-V functional and the def2-TZVPD basis
C 0.0328 0.4875 1.6521
C 1.1060 0.5728 0.9041
C -1.2755 0.0136 1.4458
C -1.1924 -0.3308 0.0744
C -0.0607 -0.4026 -0.8360
C -0.0658 -0.9889 -2.0568
C 1.2351 0.2012 -0.3850
C -2.3711 0.1008 2.3864
C 2.5109 0.6772 -1.4861
H 0.8910 -0.9906 -2.5905
H -0.9405 -1.6075 -2.3883
H -3.3684 0.6390 2.0736
H -2.0183 0.5373 3.3274
H -2.6539 -0.9101 2.6320
H 2.4171 1.6775 -1.5456
H 2.4344 -0.0699 -2.2341
H 3.3192 0.3936 -0.9737
```

These are the Mulliken partial charges, in e, on atoms 1 to 4: number 1, C, carries 0.009; number 2, C, carries -0.629; number 3, C, carries 0.790; number 4, C, carries -0.788

***

Record 8
# C4H8BrN2

A cluster of 2 separate species, C4H8BrN2 in total (the ωB97M-V functional and the def2-TZVPD basis, OMol25).

Summary:
HOMO-LUMO gap: 9.353 eV
Calculated total energy: -77289.0055 eV
Lowest unoccupied orbital energy: -0.1919 Eh
Total charge: +1
ΔE to the lowest compared entry with this formula, charge and spin: 5.484 eV
HOMO energy: -14.58 eV

The geometry in XYZ format:
```
15
C4H8BrN2 | OMol25 | the ωB97M-V functional and the def2-TZVPD basis
C -1.1092 -1.6120 0.3287
C 0.7836 -0.9391 -0.5333
C -1.0141 -0.1084 0.5379
C 0.7279 1.5292 -0.2203
N 0.0496 -1.9753 -0.0993
N -0.0291 0.2700 -0.4440
Br -2.6511 0.9112 0.4782
H -1.7812 -2.2948 0.8093
H 1.5320 -0.7077 0.1622
H 1.4572 -1.1530 -1.4279
H -0.4085 0.2091 2.2221
H 1.3497 1.7955 -1.0952
H 0.1479 2.3597 0.0849
H 1.4386 1.3092 0.6231
H -0.4932 0.4064 -1.4266
```

These are the Mulliken partial charges, in e, on atoms 1 to 4: number 1, C, carries -0.105; number 2, C, carries -0.372; number 3, C, carries -0.394; number 4, C, carries -0.820

***

| no. | strongest force on any atom (Eh/bohr) |
| --- | --- |
| 1 | 0.08507 |
| 2 | 0.10889 |
| 3 | 0.01725 |
| 4 | 0.04750 |
| 5 | 0.12481 |
| 6 | 0.08650 |
| 7 | 0.14049 |
| 8 | 0.08840 |